1.
ORCA calculation (ωB97M-V with the def2-TZVPD basis set) on a gas-phase ion, C5H8NO2 (charge +1) at a distorted geometry.

Each line ends with the Löwdin charge.
Element x y z (Å)
C  -0.41  0.75  0.60  -0.13
C  -0.31  -1.67  0.57  0.01
C  0.93  1.23  -2.51  -0.01
C  -0.90  -2.50  2.74  0.01
C  1.31  1.38  -1.09  -0.05
N  0.56  1.03  -0.16  0.20
O  -0.70  -0.38  1.13  0.01
O  -0.47  -2.58  1.38  -0.02
H  -1.03  1.58  0.97  0.18
H  1.47  0.38  -2.92  0.12
H  -0.14  1.05  -2.63  0.10
H  1.24  2.10  -3.08  0.10
H  -0.22  -3.13  3.32  0.11
H  -1.91  -2.91  2.80  0.12
H  -0.89  -1.48  3.11  0.10
H  2.31  1.71  -0.85  0.16

**HOMO level**: -13.71 eV
**Total charge**: +1

2.
ORCA calculation (ωB97M-V with the def2-TZVPD basis set) on 2 unconnected molecules or ions with the total composition C5H8NO2S at a distorted geometry.

Each line ends with the Löwdin charge.
Element x y z (Å)
C  -0.68  0.97  0.75  -0.09
C  0.14  1.53  -0.17  0.06
C  -0.22  -0.42  0.37  -0.15
C  0.76  0.27  -0.69  -0.37
C  2.25  0.16  -0.41  -0.09
N  -3.49  -0.87  -0.97  -0.31
O  -5.19  -0.87  0.98  -0.50
O  -4.70  1.26  -0.20  -0.48
S  -4.26  -0.05  0.18  0.44
H  -1.14  1.30  1.60  0.06
H  0.14  -0.90  1.14  0.03
H  -1.00  -1.16  -0.18  0.14
H  0.42  0.15  -1.81  0.15
H  2.61  -0.90  -0.49  0.09
H  2.38  0.26  0.61  0.03
H  2.84  0.97  -0.86  0.08
H  -2.96  -0.31  -1.60  -0.08

**HOMO level (alpha / beta)**: -4.39 / -2.51 eV
**Total charge**: -1

3.
ORCA calculation (ωB97M-V with the def2-TZVPD basis set) on 3 unconnected molecules or ions with the total composition C5H8NOS at a distorted geometry.

Each line ends with the Löwdin charge.
Element x y z (Å)
C  -1.85  -0.75  0.76  -0.12
C  -3.12  -0.72  0.38  -0.32
C  -2.00  1.39  0.06  -0.34
C  2.19  1.75  0.21  0.07
C  0.18  0.52  0.79  -0.08
N  -1.15  0.46  0.50  -0.13
O  0.91  1.49  0.16  -0.03
S  -3.52  0.79  -0.41  1.10
H  -1.53  -1.70  1.19  0.15
H  -3.77  -1.55  0.58  0.09
H  -1.59  2.42  -0.30  0.16
H  2.48  2.76  -0.23  0.13
H  -0.47  -1.00  -2.40  0.08
H  2.86  1.34  0.87  0.06
H  -0.18  -0.23  -1.98  0.04
H  0.61  -0.13  1.48  0.14

**HOMO level (alpha / beta)**: -12.06 / -12.11 eV
**Total charge**: +1

4.
ORCA calculation (ωB97M-V with the def2-TZVPD basis set) on a molecular structure, C5H8NaO5Sm at a distorted geometry.

Each line ends with the Löwdin charge.
Element x y z (Å)
C  0.12  2.82  -1.29  -0.52
O  -0.20  3.71  -2.10  -0.09
O  1.22  2.19  -1.31  -0.21
Na  -1.19  5.59  -2.35  0.87
O  -0.68  -0.22  -1.66  -0.37
C  -1.70  -0.60  -0.85  -0.27
C  -1.33  -0.51  0.59  0.09
O  -0.09  -0.72  0.76  -0.06
C  0.70  -1.27  1.85  -0.04
C  1.80  -2.05  1.12  -0.28
O  2.32  -1.32  0.07  -0.41
Sm  1.43  -0.22  -1.42  1.98
H  -2.11  -1.64  -0.95  0.18
H  -2.61  0.04  -0.96  0.16
H  -2.02  -0.80  1.39  0.19
H  -0.69  2.57  -0.43  0.16
H  0.04  -1.87  2.49  0.16
H  1.09  -0.39  2.38  0.16
H  1.35  -3.01  0.78  0.14
H  2.55  -2.30  1.88  0.15

**HOMO level (alpha / beta)**: -16.55 / -16.55 eV
**Multiplicity**: 6
**Total charge**: +2

5.
ORCA calculation (ωB97M-V with the def2-TZVPD basis set) on C5H8O in the gas phase.

Each line ends with the Löwdin charge.
Element x y z (Å)
C  0.81  -2.25  -0.47  -0.08
C  -0.58  -0.51  -0.88  -0.02
O  0.06  -1.17  0.08  -0.18
C  -0.78  0.88  -0.46  -0.28
C  -0.95  1.38  0.96  -0.11
C  0.38  1.50  0.33  -0.11
H  0.16  -3.05  -0.81  0.09
H  1.37  -1.86  -1.31  0.08
H  1.50  -2.59  0.31  0.09
H  -1.21  1.49  -1.24  0.11
H  -1.10  0.64  1.74  0.10
H  -1.56  2.28  1.05  0.10
H  0.75  2.46  0.01  0.10
H  1.14  0.79  0.66  0.10

**HOMO level**: -8.18 eV

6.
ORCA calculation (ωB97M-V with the def2-TZVPD basis set) on C5H8O in the gas phase.

Each line ends with the Löwdin charge.
Element x y z (Å)
C  -1.21  -2.09  -0.26  -0.11
C  -0.68  -0.78  -0.73  -0.20
C  0.50  -0.20  -0.75  -0.03
C  1.04  0.99  -0.98  -0.18
O  1.14  1.97  -0.06  -0.12
C  0.89  1.60  1.29  -0.08
H  -1.88  -1.87  0.59  0.07
H  -1.83  -2.52  -1.05  0.07
H  -0.47  -2.82  0.06  0.07
H  -1.46  -0.11  -1.09  0.11
H  1.41  1.30  -1.95  0.12
H  1.72  0.96  1.62  0.10
H  0.87  2.53  1.87  0.09
H  -0.05  1.05  1.42  0.08

**HOMO level**: -8.54 eV
**SMILES string**: CC=C=COC

7.
ORCA calculation (ωB97M-V with the def2-TZVPD basis set) on C5H8O in the gas phase at a distorted geometry.

Each line ends with the Löwdin charge.
Element x y z (Å)
C  1.25  0.40  -0.76  0.03
C  0.57  0.42  0.52  -0.30
C  -0.86  1.03  0.86  -0.31
O  -1.86  0.30  0.30  -0.18
C  -0.81  -1.25  -0.63  0.09
C  0.45  -0.98  0.00  -0.19
H  0.73  0.49  -1.70  0.09
H  2.32  0.69  -0.83  0.10
H  1.29  0.49  1.34  0.14
H  -0.80  2.08  0.51  0.12
H  -0.87  1.03  1.96  0.11
H  -1.19  -0.63  -1.41  0.08
H  -1.15  -2.30  -0.69  0.10
H  0.93  -1.79  0.53  0.12

**HOMO level**: -8.79 eV

8.
ORCA calculation (ωB97M-V with the def2-TZVPD basis set) on C5H8O in the gas phase.

Each line ends with the Löwdin charge.
Element x y z (Å)
C  -1.99  -1.90  0.01  -0.11
C  -0.84  -1.04  -0.29  -0.08
C  0.10  -0.34  -0.57  -0.05
C  1.23  0.58  -0.76  -0.18
C  1.17  1.69  0.29  -0.28
O  1.08  1.18  1.59  -0.07
H  -2.80  -1.33  0.48  0.08
H  -2.38  -2.35  -0.91  0.08
H  -1.70  -2.70  0.69  0.08
H  2.17  0.03  -0.65  0.12
H  1.21  1.01  -1.77  0.12
H  2.08  2.30  0.25  0.12
H  0.31  2.35  0.06  0.12
H  0.36  0.53  1.59  0.07

**HOMO level**: -9.67 eV
**SMILES string**: CC#CCCO

Which relative energy (zero: lowest compared OMol25 entry of this formula, charge and spin) belongs to each record? In order, 305.4; 132.1; 538.3; 54.3; 376.7; 282.4; 429.3; 179.5 kJ/mol.
Which DFT total energy belongs to each record? In order, -10889.3431; -21729.6768; -19675.2018; -37857.9054; -7358.3514; -7359.3281; -7357.8063; -7360.3945 eV.